1.
{
  "formula": "C43H111AsCl9F6NO37S12",
  "method": "the ωB97M-V functional and the def2-TZVPD basis",
  "max_force_ev_per_a": 3.51,
  "orbital_gap_ev": 10.64,
  "lumo_energy_ev": 0.30,
  "elements": ["C", "H", "C", "H", "S", "Cl", "O", "H", "C", "O", "C", "H", "O", "H", "H", "C", "H", "H", "H", "H", "O", "H", "H", "H", "C", "Cl", "C", "Cl", "H", "C", "H", "S", "O", "C", "C", "H", "C", "H", "O", "O", "H", "H", "C", "O", "H", "F", "Cl", "S", "C", "C", "H", "H", "C", "O", "O", "H", "H", "H", "H", "H", "H", "O", "C", "S", "O", "H", "H", "O", "O", "O", "O", "H", "C", "H", "C", "H", "H", "H", "H", "H", "C", "H", "C", "Cl", "C", "H", "O", "C", "H", "H", "F", "S", "H", "S", "H", "Cl", "H", "S", "H", "O", "H", "H", "O", "H", "H", "O", "C", "C", "H", "H", "O", "O", "H", "O", "S", "C", "C", "O", "H", "H", "Cl", "H", "C", "C", "H", "H", "H", "H", "H", "C", "H", "Cl", "H", "H", "C", "H", "H", "H", "H", "H", "H", "Cl", "C", "C", "H", "O", "N", "O", "O", "H", "H", "H", "C", "H", "H", "S", "S", "H", "F", "H", "H", "C", "H", "F", "S", "H", "H", "H", "H", "H", "H", "H", "O", "H", "H", "C", "F", "H", "O", "H", "H", "C", "C", "H", "H", "H", "H", "C", "C", "S", "H", "H", "H", "O", "H", "H", "H", "H", "O", "O", "C", "H", "H", "H", "H", "O", "C", "H", "O", "F", "As", "H", "H", "O", "H", "C", "O", "H", "C", "O"],
  "xyz": [[3.5227, -0.2894, 0.2020], [-3.9890, 0.5126, 0.9193], [1.4547, -0.4827, -6.8357], [-3.0483, 4.0618, 1.1889], [-2.7691, 0.5582, -5.5193], [-5.6059, -5.4390, -4.6764], [-2.1444, -2.1435, 5.6935], [8.4624, -5.4778, -1.4736], [-1.1198, -2.9568, -3.3902], [1.2532, -1.6001, -5.9999], [-4.4466, 5.7702, 1.1652], [-6.6147, 2.9004, -8.0315], [-0.3690, 6.2874, -0.9137], [-4.1781, -4.3218, 0.5770], [2.1441, -1.6113, 7.0683], [-1.2881, 2.0448, -4.0267], [0.8735, 1.0847, -5.5887], [-4.5206, -3.1633, 4.7787], [0.8756, -7.6461, -3.5148], [-4.1748, 5.2372, -5.9684], [-5.1055, 3.6597, -4.9356], [-5.5935, 5.6797, -4.9249], [1.3649, -2.3659, -2.6077], [4.5984, 3.5546, 1.2011], [8.1398, -4.9724, -2.3934], [-3.3513, -5.1903, -6.4059], [-0.4939, -2.9539, -7.2481], [-4.7102, -1.2280, 2.3509], [-1.1816, 6.2282, 4.5616], [5.7369, -1.6687, -2.5536], [1.0012, -2.9261, 7.4459], [1.1080, -3.0504, -6.6560], [4.1310, -0.2734, -3.9387], [-4.5504, 9.6546, 5.3235], [-0.1515, 4.1397, 0.7175], [-1.0855, -1.8891, -3.1230], [0.5493, -7.4419, -2.5016], [1.7392, -4.2116, 5.4686], [3.7843, -2.7244, -3.9065], [4.4541, -6.4175, -1.0599], [-5.5594, 9.2939, 5.1782], [-4.3554, 10.1474, 6.2829], [-2.1193, -4.4303, 9.2972], [-2.0232, 1.9356, -5.2548], [-3.6654, -4.0295, -2.4344], [-1.6015, -1.0412, 0.8739], [2.4016, 5.9992, -4.0313], [2.0756, -3.0375, 2.9958], [-0.9181, 1.5063, 3.9686], [1.8426, 0.7630, -6.0321], [-5.5062, -4.1542, -6.6210], [3.2726, -0.1188, 6.0373], [-3.0860, -4.6371, 8.2073], [-1.4590, -4.5170, 6.0374], [-2.7101, -7.2107, 0.3372], [-0.7088, 1.1750, -3.8349], [-2.1916, -3.4759, 9.7962], [6.2106, -4.4917, -3.3346], [-0.0683, -6.2910, 0.0265], [-4.2298, 10.1570, 4.3956], [0.1953, 7.4337, 4.5404], [5.3076, 5.0709, 2.9734], [-3.8117, 5.2895, -3.8129], [-6.3845, 3.2960, -5.7191], [-7.4671, 4.2017, -5.3827], [2.3381, 1.4812, -6.6817], [-2.1410, -3.2599, -3.1143], [-3.4375, 0.7435, -6.7909], [6.2606, -4.6579, -1.1014], [3.0643, -2.4679, 2.0760], [-6.5582, 1.8893, -5.4384], [-4.3252, -4.9035, 5.2791], [6.6449, -5.0334, -2.4815], [0.4088, -1.2886, 2.8839], [-0.2047, -3.8114, -2.5740], [7.8087, 5.4705, 3.5845], [4.0744, 5.1816, 0.7844], [-4.5369, -0.4137, -4.3836], [-1.2086, 0.9175, 4.8557], [-1.0245, -3.2051, -4.4653], [-3.0827, 5.0985, 1.5131], [2.6946, -0.8284, 0.5885], [-4.2331, -4.4209, -1.6154], [3.6395, 3.5441, -3.7055], [3.8078, 4.3029, 1.3450], [1.8635, -3.8718, -2.3193], [-0.0151, 3.1957, 5.8945], [-4.8136, -4.3210, -5.8028], [-1.0600, -4.4294, 9.0114], [-2.2838, -5.1126, 10.1502], [0.1758, 1.1562, -1.2221], [6.0435, 4.0012, 3.9259], [-2.8238, 5.3063, 2.5430], [-2.4869, -3.5277, 6.0026], [4.3410, -0.1321, 4.6407], [-6.0779, 1.1569, 1.6320], [-0.3548, 8.3457, 6.6988], [-1.1261, 5.1902, -0.3298], [1.2124, -7.9028, -1.8070], [-2.2457, -4.8014, -0.0530], [3.1958, -3.5284, 6.1578], [-0.3735, -3.5227, -1.5453], [2.0842, -3.2593, -7.6888], [-5.2173, 5.1164, 1.5462], [3.5432, 4.0544, 3.5771], [-3.5394, 7.5643, 4.0529], [-5.8815, 3.4832, -7.4171], [0.4702, -2.3482, 2.8083], [7.0840, 5.7652, 5.1781], [-1.6900, 7.1723, 7.0122], [1.4475, 1.5005, 5.1653], [-2.7633, -5.5022, 2.2474], [-2.8667, -5.4679, 7.5569], [6.5316, 2.9219, 3.0441], [0.4074, 2.5210, 4.7057], [-1.1449, 7.7692, 6.1963], [2.2320, -3.2363, 5.6810], [-1.9743, 4.4561, -1.2507], [0.2771, 3.1707, -3.2649], [1.8331, 0.1852, 3.8147], [-4.4793, -2.8061, -5.0005], [4.3819, -5.7405, 1.6174], [3.3786, -0.0432, -1.2519], [-4.6815, 5.0720, -5.0079], [0.1121, 6.0274, 5.7663], [-0.7489, 3.3966, 1.1863], [-5.1462, -3.8527, -1.7003], [-0.7193, -3.9614, -7.4928], [-4.3187, -5.5257, -1.7565], [3.5967, 0.4582, 5.1512], [-0.5911, -2.2835, -8.1254], [-5.4739, -0.7966, -0.4329], [0.1297, -2.7399, 1.8575], [0.3364, 4.7199, 1.5029], [-0.3348, -5.2712, -2.9623], [5.9543, -0.7659, -1.9824], [-4.4716, 1.3249, -4.1208], [-0.4096, 0.9866, 3.2047], [5.3557, -4.2128, 1.5159], [-4.0497, -4.5933, 8.6630], [-0.4355, -7.9364, -2.2851], [4.2991, 5.8795, -1.9384], [3.8935, 5.2798, -3.5402], [-0.3932, -6.1214, 1.0294], [0.6188, 3.6569, 0.0745], [0.6046, -6.0093, -2.2131], [1.1911, -3.3237, -2.8719], [2.5739, -2.6031, 4.4465], [1.0337, 3.3091, 3.6293], [2.4700, 0.6187, -5.1807], [3.2322, 5.6038, 2.9532], [0.5941, -1.8269, 6.1963], [2.4678, 0.9788, 4.2658], [-3.6276, 6.3788, -3.6017], [6.1662, -5.8147, 1.0223], [4.7520, -5.1064, -0.5754], [4.2070, -1.5143, -3.2427], [8.6570, -5.5563, -3.2108], [-1.8457, 1.3732, 0.2965], [8.5517, -3.9630, -2.5367], [-3.1912, -3.0476, -0.1280], [-3.8164, -3.9886, 4.8898], [5.6997, -2.4054, -1.7761], [-1.7867, -0.2716, -1.5436], [-3.5668, 8.1566, 5.3702], [6.4789, -1.9276, -3.2808], [-0.2757, -5.4620, -4.0881], [2.1037, -0.7090, -7.6689], [-0.0892, -6.9437, 1.6344], [-4.2569, 4.8346, -2.9050], [2.7326, 1.7599, 3.5515], [-2.8631, 4.8370, -4.0348], [1.1265, -3.9240, -5.5298], [-0.0057, -5.2390, 1.4461], [4.3430, -0.9580, 0.4217], [7.3745, 4.9999, 4.4631], [0.4247, -1.1997, -0.5834], [4.6751, 5.5410, -4.1936], [-1.7728, -0.4969, -5.3741], [-1.7357, 2.1052, 3.6306], [-1.1614, -2.5835, -6.5007], [-3.8697, 0.4133, -4.1579], [-4.9098, -0.0407, 1.0601], [-0.8918, 4.1493, -4.1211], [-1.9996, 2.1527, -3.2270], [-1.4089, -5.5476, -2.6369], [-5.8444, 4.5001, -7.8085], [3.9268, 4.7562, 2.8169], [-3.5267, -4.0841, -0.2454], [-2.1869, -5.9928, 0.9903], [2.3876, 0.4322, -1.4490], [-4.9009, 3.0299, -7.5386], [-3.3987, -4.3010, 3.9232], [1.9763, -4.5178, 3.0283], [-4.4635, 6.7615, 1.5405], [-3.3420, 0.2465, -3.2172], [-0.0417, -2.8232, 3.6912], [2.8314, 3.9503, 0.9417], [5.1829, 3.6199, 5.0577], [-3.8977, 7.3463, 6.4743], [-0.4792, 6.7972, 5.1649], [8.1726, 4.2880, 4.8239], [0.2813, 3.1875, -5.0268], [-4.5566, 5.8779, 0.0910], [4.1798, 0.5839, -1.6670], [-3.1307, -3.4488, 7.4541], [-0.3694, 3.2117, -4.1565], [3.6377, 0.5839, 0.8409], [3.8196, -4.0467, -0.9036], [0.2226, 0.5521, 1.2388], [-0.7380, 0.1359, -0.1379], [6.2483, -6.0286, -2.5393], [1.2463, -3.4274, -3.9264], [-2.0677, 5.8576, 0.7373], [0.4869, -0.2408, -7.3339], [1.4440, -2.3264, 6.6575], [3.3311, -1.3630, -1.9229], [4.0850, 1.3480, 5.5604], [5.2271, -5.2170, 1.0996], [-2.0675, 8.6806, 5.6156]],
  "forces_ev_per_a": [[0.543, -0.381, 0.751], [0.183, -0.403, -0.290], [-0.793, 1.471, -1.182], [-0.020, -0.142, 0.281], [1.219, -0.187, -0.735], [-0.223, 0.092, -0.002], [-0.283, -1.640, 0.172], [0.026, 0.590, -0.121], [-1.549, -0.186, -0.336], [0.410, -1.273, 0.542], [1.403, -1.383, -0.337], [0.567, 0.490, 0.633], [-0.336, -1.478, 1.117], [-0.231, -0.120, 0.373], [-0.166, 0.283, 0.229], [0.105, 0.587, -0.164], [0.746, 0.511, -0.516], [0.214, -0.047, 0.197], [-0.047, 0.034, -0.252], [-0.120, -0.057, 0.282], [1.066, 0.997, 0.169], [0.228, -0.172, -0.310], [-0.247, 0.609, 0.184], [-0.389, 0.002, -0.287], [1.422, -0.946, -1.471], [-0.380, 0.758, 0.039], [-0.527, 0.633, -1.404], [0.317, -0.220, -0.158], [-0.139, 0.255, -0.047], [1.387, 0.002, 1.446], [0.227, -0.218, 0.207], [1.682, 1.902, -0.254], [0.215, 0.369, -0.630], [1.380, -0.688, -0.314], [1.443, 0.275, -1.032], [0.366, -0.367, -0.491], [-0.789, 0.717, 0.551], [-0.040, 0.773, 0.046], [0.361, 0.653, 0.678], [0.097, -0.287, -0.085], [-0.262, 0.002, 0.276], [-0.337, 0.243, -0.518], [1.797, -0.367, 1.902], [-0.708, -0.521, -0.597], [0.596, -0.021, -0.411], [0.302, 0.644, -0.706], [-0.782, 0.896, -0.500], [2.690, -2.222, -0.359], [1.108, 0.633, 2.765], [-1.527, -0.492, 0.144], [0.294, 0.044, -0.077], [-0.299, 0.215, -0.736], [-0.346, 0.457, 0.868], [0.182, -0.457, -0.310], [0.635, 2.065, 1.519], [0.331, -1.070, -0.064], [-0.673, 0.649, -0.235], [-0.135, 0.535, 0.788], [0.133, 0.117, -0.739], [-0.067, 0.217, 0.734], [-0.459, -0.874, 0.227], [0.261, 0.001, 1.636], [0.236, 0.839, 0.640], [-1.956, -0.934, 0.125], [1.112, -0.564, -0.629], [-0.437, 0.248, -0.027], [0.254, 0.151, -0.217], [0.360, -0.283, 1.342], [-1.782, 0.410, -0.454], [-1.786, -0.663, 1.566], [0.083, 0.853, -0.483], [0.323, 0.770, -0.062], [-0.073, -0.515, 0.875], [0.280, 0.737, -0.169], [0.678, 1.304, -0.483], [-0.172, 0.069, -0.169], [0.172, 0.238, -0.511], [-0.017, 0.053, 0.019], [-0.151, -0.229, -0.734], [0.052, 0.637, 0.564], [-0.508, 1.607, -1.567], [-0.955, -0.310, 0.106], [1.422, -0.410, 1.329], [0.542, -0.543, 0.504], [0.055, -0.442, 0.443], [0.241, -0.086, -0.664], [-0.418, -0.250, -0.300], [0.016, -0.987, 0.224], [-0.242, -0.541, -0.245], [0.217, -0.234, -0.614], [-0.281, 0.014, 0.650], [-0.737, -2.360, -0.394], [0.034, -0.447, 0.233], [-0.022, 2.851, -0.642], [0.045, -0.100, -0.509], [-0.212, 0.265, -0.151], [-0.446, 0.104, -0.314], [-0.850, 1.299, -1.242], [0.826, -0.210, 0.389], [-0.389, -0.041, -0.343], [-0.518, 0.377, -0.405], [-0.100, -0.860, 0.526], [-0.837, 0.202, 0.359], [-0.497, 0.188, 0.237], [0.593, -0.023, -0.507], [-0.640, 0.403, 0.481], [-0.648, -0.633, -0.888], [-0.149, -1.751, 1.389], [-0.142, -0.312, 0.111], [0.795, 0.845, -1.172], [0.766, -0.444, 1.238], [0.793, -1.018, -1.506], [-0.228, -0.541, 0.180], [-0.612, 1.900, 1.720], [-0.106, 2.465, -2.047], [0.114, -2.465, 1.134], [-0.304, -1.449, 1.019], [0.843, -0.325, 0.793], [-0.092, 0.215, -0.252], [1.302, 0.087, -0.535], [0.296, -0.083, -0.272], [0.879, 0.405, -0.335], [-1.082, 0.792, -0.396], [-0.941, 0.171, 0.361], [-0.547, 1.106, -0.863], [-0.685, -0.644, 0.126], [-0.668, -0.289, 0.363], [-0.557, -0.891, -0.515], [-0.326, 0.960, 0.257], [-0.175, 0.865, 0.725], [0.345, -0.532, 0.405], [0.274, 0.097, 0.084], [-0.358, 0.138, -0.096], [-0.103, 0.195, -0.271], [-1.740, -0.523, 0.476], [0.184, 0.294, -0.549], [0.048, -0.114, 0.002], [0.111, -0.823, -0.883], [0.099, -0.273, -0.083], [-0.961, -1.036, 0.123], [0.407, 0.935, -0.399], [0.274, -0.410, 0.176], [-0.906, -0.402, 0.500], [-1.430, -0.370, 0.013], [-0.581, 0.235, 0.431], [-0.363, -1.379, -0.584], [-0.327, -1.197, -0.456], [-0.040, 1.084, -0.703], [-1.032, -0.776, 1.072], [0.715, -0.660, 0.271], [0.992, 0.297, 0.151], [0.106, 0.135, -0.258], [-1.170, -1.630, 0.163], [-0.253, -0.997, -0.332], [-0.840, 0.464, 0.566], [0.549, 1.222, -1.440], [-2.175, -0.166, -0.238], [-0.848, 0.425, 0.558], [-0.223, 0.253, 0.009], [-0.257, -0.188, 0.625], [-0.463, -0.078, -0.356], [-0.152, -1.223, 0.407], [-0.148, -0.861, 0.127], [0.742, 0.037, 1.158], [1.635, -0.292, -2.120], [0.425, 0.140, -0.431], [0.228, 0.427, 1.366], [0.735, -0.284, 0.133], [-0.118, -0.703, 0.578], [0.311, 0.264, -0.581], [0.168, -0.264, 0.103], [0.527, -0.248, 0.411], [-0.161, -0.822, 0.536], [0.550, 1.231, 0.440], [0.568, -0.061, -0.076], [1.527, -0.660, -0.061], [-1.086, 0.972, 0.359], [0.831, 0.382, -0.721], [-0.862, 0.497, -0.386], [-0.298, 0.514, -0.263], [-0.259, 0.206, 0.721], [-0.636, 0.420, -0.043], [-0.390, 0.230, 0.442], [-0.218, 0.460, -0.062], [-0.199, 0.292, 0.514], [1.382, 0.171, -0.536], [-0.214, 0.080, 0.500], [-2.710, -0.562, -1.170], [0.085, -0.018, -0.911], [-0.590, -1.253, -0.469], [0.906, -0.270, -0.115], [0.032, -0.220, 0.185], [0.181, 0.382, 0.309], [-0.406, 2.517, -0.304], [-0.207, 0.754, 0.820], [0.174, -0.030, -0.260], [-0.051, 0.456, -1.004], [0.592, 0.164, 0.819], [1.517, 0.832, -1.708], [-1.010, -0.683, 1.330], [0.838, 0.493, 1.322], [-1.031, 0.776, 0.013], [-0.125, -0.209, -0.143], [0.058, -0.396, -0.234], [-0.276, -0.323, -0.058], [0.127, 1.060, -2.114], [0.713, 0.201, 0.995], [0.049, 0.393, -0.395], [0.723, -0.700, 0.578], [0.397, 0.010, -0.255], [0.059, -2.072, -1.436], [0.225, -0.759, -0.487], [0.979, -0.001, 1.040], [0.015, 0.182, 0.589], [0.349, -0.178, 0.376], [0.332, -0.559, -1.000], [0.084, 0.174, -0.442], [0.180, -0.121, -0.084], [-0.397, -0.442, 0.456], [-0.841, 1.223, -0.227]]
}



2.
{
  "formula": "C4H8N2O",
  "method": "the ωB97M-V functional and the def2-TZVPD basis",
  "max_force_ev_per_a": 0.39,
  "smiles": "C[C@@]1(C(N)=O)CN1",
  "orbital_gap_ev": 10.60,
  "relative_energy_ev": 1.227,
  "lumo_energy_ev": 0.97,
  "elements": ["C", "N", "H", "C", "C", "H", "H", "H", "C", "O", "H", "H", "H", "N", "H"],
  "xyz": [[-0.3026, 1.1053, 0.6931], [-1.6314, 1.3668, 0.5109], [0.2506, -1.1249, -1.9704], [-0.4035, -0.6047, -1.2726], [1.6913, -0.3772, 0.2030], [1.9474, -0.3427, 1.2644], [1.9844, -1.3480, -0.2125], [-2.2308, 0.5894, 0.2734], [0.2163, -0.1341, -0.0067], [0.4349, 1.8189, 1.3498], [-2.0204, 2.0736, 1.1174], [2.2708, 0.4030, -0.2997], [-1.2094, -0.0436, -1.7399], [-0.7420, -1.2475, -0.0101], [-0.2558, -2.1342, 0.0999]],
  "forces_ev_per_a": [[0.068, 0.107, 0.065], [-0.004, -0.040, 0.144], [-0.074, 0.073, 0.143], [-0.025, 0.105, -0.293], [0.021, -0.047, 0.021], [-0.040, -0.038, -0.118], [-0.070, 0.130, 0.047], [0.082, 0.044, 0.063], [0.196, 0.140, 0.031], [-0.217, -0.151, -0.289], [0.048, -0.069, -0.079], [-0.069, -0.106, 0.100], [0.140, -0.055, 0.088], [0.003, -0.226, 0.108], [-0.057, 0.133, -0.029]]
}